{"formula": "C5H11NP", "method": "wB97M-V/def2-TZVPD", "total_energy_ha": -592.7305, "multiplicity": 1, "charge": 1, "largest_force_ev_per_a": 3.9, "gap_ev": [6.87, 9.61], "elements": ["P", "N", "C", "C", "C", "C", "C", "H", "H", "H", "H", "H", "H", "H", "H", "H", "H", "H"], "coordinates": [[0.650708, 0.383220, 2.762682], [-0.587540, 1.059515, 0.482117], [-0.244606, -0.412863, -1.486910], [-0.278714, -1.720319, -0.585555], [-0.723121, 1.017245, -1.026482], [0.877223, 1.003776, 1.069418], [0.982185, -1.077046, -1.110938], [0.461370, -0.919262, 2.145316], [-1.042827, 0.201581, 0.814429], [-0.404666, -1.574060, 0.435836], [-1.037188, 1.840212, 0.857688], [-0.287769, 1.703629, -1.688639], [-0.650679, -0.631733, -2.532878], [1.362202, 1.958135, 1.048861], [2.090241, 0.097938, 3.041877], [1.929293, -0.944116, -0.796115], [-1.780898, 1.094457, -1.228495], [-0.591580, -2.686894, -1.000264]], "atomic_forces_ev_per_a": [[1.9, -1.7, -0.5], [3.2, -1.0, -1.4], [-1.3, -0.5, -1.1], [1.5, 1.1, -2.6], [-0.7, -3.6, 0.3], [-2.2, 0.0, 0.5], [-3.9, -0.5, 0.0], [-0.2, 0.3, 0.9], [-0.2, 0.3, -0.1], [-0.4, -0.2, 1.8], [-1.1, 1.7, 0.8], [1.4, 1.6, 0.2], [0.7, 0.4, 1.3], [0.3, 0.5, -0.9], [-1.4, 0.4, -0.2], [3.0, 0.5, 0.7], [-0.5, -0.1, 0.1], [-0.1, 0.6, 0.1]]}